DFT (ωB97M-V with the def2-TZVPD basis set) results for C21H16ClN3O3 in the gas phase in a non-equilibrium geometry.

Output
Structure (SMILES): CCOc1ccc(C(=O)Nc2cccc(-c3nc4cccnc4o3)c2)cc1Cl
DFT total energy, eV: -45172.78474
Relative energy (zero: lowest compared OMol25 entry of this formula, charge and spin), kcal/mol: 0.00
Molar mass, g/mol: 393.830
HOMO-LUMO gap, eV: 8.47

```
! RIJCOSX wB97M-V def2-TZVPD def2/J DEFGRID3
* xyz 0 1
C -0.25 4.39 2.24
C 0.19 2.97 2.58
O -0.79 2.09 2.05
C -0.61 0.76 2.18
C 0.45 0.14 2.83
C 0.55 -1.24 2.86
C -0.40 -2.03 2.24
C -0.23 -3.51 2.22
O 0.03 -4.17 3.21
N -0.40 -4.13 1.01
C -0.56 -3.57 -0.26
C -1.33 -4.24 -1.20
C -1.54 -3.69 -2.46
C -1.00 -2.46 -2.78
C -0.21 -1.80 -1.85
C 0.35 -0.49 -2.12
N 0.98 0.25 -1.26
C 1.28 1.40 -1.93
C 1.93 2.58 -1.58
C 2.02 3.53 -2.58
C 1.49 3.29 -3.84
N 0.86 2.18 -4.20
C 0.77 1.28 -3.25
O 0.18 0.07 -3.35
C 0.05 -2.37 -0.60
C -1.50 -1.43 1.63
C -1.60 -0.06 1.60
Cl -2.93 0.69 0.81
H -1.22 4.59 2.68
H -0.32 4.51 1.17
H 0.47 5.10 2.64
H 0.26 2.84 3.67
H 1.17 2.75 2.13
H 1.22 0.73 3.30
H 1.38 -1.71 3.36
H -0.45 -5.14 1.07
H -1.78 -5.19 -0.95
H -2.14 -4.22 -3.18
H -1.19 -2.01 -3.74
H 2.33 2.73 -0.59
H 2.52 4.47 -2.39
H 1.57 4.04 -4.62
H 0.71 -1.86 0.07
H -2.28 -2.03 1.18
*
```